Record 1
An isolated ion of composition C13H27N4O4 and charge +1 in a non-equilibrium geometry, computed with wB97M-V/def2-TZVPD.

Its total charge is +1. As for the SMILES: CNC(=O)[C@H](NC(=O)[C@@H](CCCC[NH3+])NC(C)=O)[C@@H](C)O. The value obtained for the energy relative to the best compared isomer or geometry (same formula, charge and spin) is 0.0 kcal per mole. The frontier orbital gap is 9.81 eV.

Element x y z (Å)
C -1.0094 0.5061 4.6007
N -0.4866 -0.4282 3.6048
C -0.1741 -0.1513 2.3646
O -0.1428 1.0017 1.9953
C 0.3142 -1.3143 1.4814
N 0.7032 -0.8307 0.1441
C -0.0065 -0.1104 -0.7415
O -1.1083 0.3708 -0.5206
C 0.6028 0.1895 -2.1303
C 1.1216 1.6446 -2.3651
C 0.1878 2.7881 -1.9776
C 0.4783 3.3154 -0.5694
C -0.7866 3.8328 0.1046
N -1.7372 2.7378 0.4598
N 1.7277 -0.7151 -2.4565
C 1.7371 -1.9934 -2.8655
C 0.4602 -2.6990 -3.3114
O 2.8424 -2.5443 -2.9385
C -0.6683 -2.4867 1.3315
C 0.0444 -3.6903 0.6103
O -1.0739 -3.0212 2.5568
H -1.2291 -0.0252 5.5451
H -1.9098 0.9529 4.2727
H -0.2779 1.3174 4.7865
H -0.4606 -1.4161 3.8845
H 1.1889 -1.7439 1.9245
H 1.6323 -1.0920 -0.1439
H -0.2489 0.0162 -2.8163
H 1.2850 1.7387 -3.4597
H 2.1102 1.7455 -1.8885
H 0.2704 3.6091 -2.6789
H -0.7738 2.3679 -2.0469
H 0.9146 2.5762 0.1198
H 1.2095 4.1165 -0.5877
H -1.2616 4.5344 -0.5460
H -0.4980 4.3835 0.9994
H -1.3152 2.0644 1.0444
H -2.5670 3.1523 0.8657
H -1.9205 2.2367 -0.3947
H 2.6531 -0.3048 -2.3816
H 0.1171 -2.3492 -4.3087
H -0.3439 -2.4597 -2.6167
H 0.6192 -3.7520 -3.3546
H -1.5584 -2.1768 0.7673
H 0.7788 -4.2164 1.2613
H -0.7253 -4.3884 0.2509
H 0.5416 -3.3522 -0.2879
H -1.2569 -3.9368 2.4125

Okay, here come the natural (NBO) numbers, in e, for every atom: -0.4154, -0.5752, 0.6947, -0.7094, -0.1525, -0.5945, 0.6988, -0.7085, -0.1318, -0.3733, -0.4195, -0.4237, -0.2202, -0.6803, -0.6417, 0.6695, -0.7146, -0.6052, 0.1033, -0.6536, -0.7296, 0.2273, 0.2013, 0.2165, 0.4279, 0.2392, 0.4255, 0.2335, 0.2359, 0.2059, 0.2299, 0.1976, 0.2306, 0.2389, 0.2139, 0.2271, 0.4777, 0.4282, 0.4549, 0.4145, 0.2484, 0.2093, 0.2560, 0.1816, 0.2277, 0.2255, 0.2186, 0.4894

Record 2
C13H27N5O4SV as an isolated structure, computed with wB97M-V/def2-TZVPD.

Its total charge is +2. As for the multiplicity: 4. As for the expectation value of S²: 3.76. The frontier orbital gap (alpha / beta) is 8.82 / 10.35 eV.

Element x y z (Å)
V 0.9980 -0.4562 1.4456
C -0.5333 -1.9324 3.7473
O 0.5651 -1.0324 3.4777
C 1.7752 -1.3763 4.1784
C 2.6260 -2.2159 3.2602
O 2.8498 -1.4413 2.0508
C 4.1836 -0.9034 1.9455
H -0.8369 -1.8202 4.7868
H -0.2431 -2.9655 3.5510
H -1.3428 -1.6571 3.0789
H 1.5406 -1.8786 5.1170
H 2.2793 -0.4360 4.4091
H 2.1073 -3.1259 2.9580
H 3.5786 -2.4886 3.7129
H 4.9075 -1.7165 1.9581
H 4.3831 -0.2130 2.7657
H 4.2459 -0.3780 0.9960
N 1.4027 -0.2513 -0.7188
C 0.1058 -0.2676 -1.4567
C 0.2007 -0.9307 -2.8453
C 0.0100 -0.0012 -4.0570
C -1.4259 -0.1009 -4.5631
N -2.3777 0.2230 -3.5032
C -3.0249 1.3559 -3.3160
N -2.9595 2.3726 -4.1808
N -3.7471 1.4932 -2.1954
C -1.0071 -0.8798 -0.5781
O -2.1241 -1.0229 -1.0722
O -0.7043 -1.1299 0.6381
H 1.9908 0.4963 -1.0741
H 1.8986 -1.1113 -0.9489
H -0.2115 0.7743 -1.5642
H -0.5633 -1.7118 -2.8978
H 1.1528 -1.4587 -2.9171
H 0.6793 -0.2903 -4.8671
H 0.2481 1.0332 -3.7928
H -1.6150 -1.1384 -4.8436
H -1.6236 0.4881 -5.4561
H -2.4533 -0.4588 -2.7388
H -2.4953 2.2671 -5.0645
H -3.5418 3.1838 -4.0643
H -3.8406 0.7024 -1.5755
H -4.3808 2.2642 -2.0786
S -1.7852 2.9563 2.7140
C -0.1918 3.5682 2.6859
C 0.6496 2.6416 2.1681
N 0.0459 1.4602 1.7982
C -1.2455 1.5060 2.0319
H 0.0419 4.5567 3.0449
H 1.7134 2.7695 2.0360
H -1.9050 0.6782 1.8139

Okay, here come the natural (NBO) numbers, in e, for every atom: 1.3526, -0.2525, -0.5819, -0.1006, -0.1009, -0.6031, -0.2467, 0.2088, 0.1914, 0.2212, 0.2294, 0.2085, 0.2139, 0.2265, 0.2144, 0.1963, 0.2014, -0.8620, -0.1681, -0.4250, -0.4082, -0.2165, -0.5838, 0.6768, -0.7720, -0.7760, 0.8031, -0.6957, -0.7946, 0.3978, 0.3835, 0.2214, 0.2330, 0.2261, 0.2421, 0.2037, 0.2300, 0.2100, 0.4602, 0.4239, 0.4248, 0.4376, 0.4191, 0.5609, -0.4195, -0.0575, -0.5533, -0.1580, 0.2765, 0.2274, 0.2536

Record 3
A 2-piece molecular cluster, C13H27NO3 overall, computed with wB97M-V/def2-TZVPD.

Its total charge is -1. As for the multiplicity: 2. As for the expectation value of S²: 0.75. The frontier orbital gap (alpha / beta) is 4.46 / 4.44 eV.

Element x y z (Å)
C -2.6781 -4.2742 -0.3229
C -2.4617 -3.3637 -1.5310
C -1.6739 -2.0741 -1.2344
O -1.1698 -2.0466 0.0902
C -1.2824 -0.8191 0.7329
C -0.3496 0.2587 0.1948
C -0.8479 1.6512 0.5666
C 0.1914 2.7656 0.2828
C -0.4556 3.8971 -0.5220
C 0.7637 3.3576 1.5818
N 1.3039 2.2093 -0.5475
O 1.0788 2.2269 -1.8038
C 2.0435 1.0102 -0.0306
C 3.2261 1.4023 0.8552
C 2.5909 0.2216 -1.2177
C 1.0618 0.1266 0.7564
H -3.1546 -3.6964 0.4731
H -3.3150 -5.1112 -0.5946
H -1.7232 -4.6532 0.0505
H -3.4312 -3.0631 -1.9418
H -1.9593 -3.9184 -2.3235
H -2.3180 -1.2011 -1.3894
H -0.8342 -1.9822 -1.9282
H -2.3199 -0.4517 0.7113
H -1.0340 -0.9918 1.7828
H -0.2732 0.1974 -0.8939
H -1.8009 1.8641 0.0834
H -1.0452 1.6347 1.6444
H -1.0548 3.4894 -1.3312
H -1.1208 4.4549 0.1357
H 0.3002 4.5528 -0.9451
H 1.7433 3.7907 1.3824
H 0.8704 2.6180 2.3702
H 0.1263 4.1675 1.9278
H 3.9831 1.9404 0.2854
H 2.9367 2.0001 1.7130
H 3.6760 0.4869 1.2393
H 1.8014 -0.2953 -1.7563
H 3.1456 0.8608 -1.8980
H 3.2721 -0.5342 -0.8267
H 1.4103 -0.9041 0.7209
H 1.0239 0.4499 1.8012
O -0.3685 -6.4012 0.5151
H 0.1225 -5.8529 1.1416

Okay, here come the natural (NBO) numbers, in e, for every atom: -0.6209, -0.4147, -0.0566, -0.5271, -0.0267, -0.2648, -0.4002, 0.0964, -0.5988, -0.6199, 0.0265, -0.4077, 0.1011, -0.6117, -0.6058, -0.4118, 0.1713, 0.1978, 0.3064, 0.1720, 0.2006, 0.1472, 0.1650, 0.1521, 0.1819, 0.2187, 0.2124, 0.1970, 0.2242, 0.1982, 0.2195, 0.2156, 0.2086, 0.2138, 0.2102, 0.2079, 0.2156, 0.2245, 0.2218, 0.2080, 0.2408, 0.1903, -1.3623, 0.3837

Record 4
C13H27NSi2Sn as an isolated structure in a non-equilibrium geometry, computed with wB97M-V/def2-TZVPD.

Its total charge is 0. The frontier orbital gap is 6.25 eV.

Element x y z (Å)
Sn -0.2299 -0.7879 -2.1379
C 0.8788 -0.3923 -3.9425
H 1.9373 -0.1782 -4.0306
H 0.6140 -1.2829 -4.4988
H 0.2984 0.4368 -4.2847
H -2.2184 -0.5345 -2.3804
H -2.9119 -0.7414 -2.3821
C -3.1087 -0.2226 0.0660
Si -1.6156 -0.6771 1.1001
C -1.7986 0.2257 2.7119
C -1.6490 -2.5267 1.3624
C -0.0348 -0.1686 0.1926
C 0.0457 1.2679 -0.2195
C 0.1268 2.3839 0.6617
C 0.2460 3.6602 0.1039
C 0.2918 3.7804 -1.2838
C 0.2160 2.6602 -2.1055
N 0.0333 1.4304 -1.5589
Si 1.6130 -0.8669 0.7774
C 1.8688 -0.4259 2.5797
C 1.6354 -2.7144 0.5013
C 2.9633 -0.1597 -0.3009
H -4.0324 -0.6812 0.4198
H -3.0030 -0.6670 -0.9195
H -3.2202 0.8607 -0.0794
H -2.7302 -0.1215 3.1853
H -0.9555 0.0237 3.3815
H -1.8763 1.3085 2.5453
H -1.3919 -3.0982 0.4619
H -0.9717 -2.8239 2.1722
H -2.6729 -2.8004 1.6575
H 0.0921 2.1884 1.7299
H 0.3026 4.5305 0.7674
H 0.3801 4.7652 -1.7597
H 0.2707 2.6958 -3.1860
H 1.0871 -0.8361 3.2342
H 2.8383 -0.8331 2.9099
H 1.8952 0.6646 2.7258
H 1.3464 -2.9807 -0.5228
H 2.6727 -3.0391 0.6588
H 0.9912 -3.2566 1.2013
H 2.7783 -0.2732 -1.3771
H 3.1097 0.9083 -0.0881
H 3.8880 -0.7009 -0.0496

Okay, here come the natural (NBO) numbers, in e, for every atom: 1.1190, -1.1656, 0.2227, 0.2183, 0.2072, -0.0820, 0.0126, -1.1415, 1.7332, -1.1355, -1.1324, -1.3978, 0.2713, -0.2688, -0.1455, -0.2851, 0.0693, -0.5829, 1.7321, -1.1335, -1.1282, -1.1366, 0.2381, 0.2350, 0.2319, 0.2390, 0.2317, 0.2336, 0.2465, 0.2317, 0.2385, 0.2327, 0.2250, 0.2258, 0.2103, 0.2359, 0.2344, 0.2347, 0.2326, 0.2349, 0.2418, 0.2402, 0.2376, 0.2376